No. 1
Computed, not measured: a structure of composition C47H46I2N5O3PRe at a distorted geometry, with wB97M-V/def2-TZVPD.

For the total energy, the calculation gives -90699.441 eV. Its energy above the lowest of the compared OMol25 structures with the same formula, charge and spin is 40.53 kcal per mole. Its orbital gap (alpha / beta) is 0.2338 / 0.2501 Eh. Its multiplicity is 2. As for the total charge: 0.

Each line ends with the Mulliken spin population.
Element x y z (Å)
Re -0.744828 -0.022747 -1.237496  0.804
I -0.637330 -5.970156 3.785032  0.000
C -0.667941 -4.732389 2.110417  0.006
C 0.245300 -4.926610 1.086217  -0.002
C 0.247449 -4.081762 -0.012250  0.007
I 1.644883 -4.467785 -1.497843  0.000
C -0.659085 -3.003873 -0.138333  0.008
O -0.658290 -2.169945 -1.157601  0.006
C -1.629967 -2.907900 0.884083  0.012
C -2.685832 -1.862863 0.737048  0.008
N -2.082623 -0.521521 0.663387  0.037
C -3.022098 0.490283 1.175496  -0.011
C -3.805019 1.196688 0.099981  0.009
C -5.156701 1.487286 0.228638  -0.001
C -5.745442 2.315651 -0.713931  -0.001
C -4.961097 2.832767 -1.733071  0.005
C -3.631377 2.448089 -1.799240  0.031
N -3.074609 1.623776 -0.922163  0.046
C -1.612462 -3.729089 2.000202  -0.004
H 0.971469 -5.725086 1.145044  0.000
H -3.373535 -1.913791 1.587820  0.000
H -3.278423 -2.019011 -0.161993  -0.002
H -1.269755 -0.523035 1.299921  -0.003
H -2.446778 1.251450 1.704656  0.001
H -3.705758 0.040979 1.902897  -0.001
H -5.722158 1.092847 1.062636  0.001
H -6.794855 2.569363 -0.642579  0.000
H -5.366645 3.517770 -2.464633  0.001
H -2.979609 2.829914 -2.577194  -0.001
H -2.353665 -3.587306 2.777132  0.000
O -1.307978 3.094168 0.506339  0.002
C -0.478668 2.293971 0.893619  0.009
O -0.109500 1.202414 0.297772  -0.024
C 0.259505 2.593222 2.178566  -0.006
C 0.328249 3.940421 2.531923  -0.002
C 1.006119 4.348020 3.667319  0.000
C 1.606390 3.392697 4.484043  0.000
C 1.512903 2.053061 4.145940  0.001
C 0.851715 1.635021 2.987025  0.004
P 0.743190 -0.158514 2.601141  0.007
C 0.570358 -0.872737 4.284031  -0.001
C -0.551370 -0.504329 5.030850  0.000
C -0.816597 -1.098506 6.251791  0.000
C 0.029776 -2.086310 6.743904  0.000
C 1.138354 -2.466167 6.005994  0.000
C 1.406365 -1.865336 4.781017  0.000
C 2.472577 -0.536662 2.169966  -0.005
C 3.537576 0.351213 2.288728  -0.001
C 4.821044 -0.044846 1.939735  0.000
C 5.055649 -1.334677 1.480157  0.000
C 3.998758 -2.224636 1.353635  0.000
C 2.713466 -1.820165 1.679573  0.003
H -0.168898 4.654896 1.891202  0.000
H 1.066734 5.399561 3.915535  0.000
H 2.135049 3.687276 5.381455  0.000
H 1.954062 1.310800 4.799755  0.000
H -1.213702 0.271175 4.658856  0.000
H -1.687565 -0.796924 6.819849  0.000
H -0.176465 -2.554954 7.697183  0.000
H 1.801794 -3.235045 6.380048  0.000
H 2.276934 -2.172999 4.215602  0.000
H 3.370240 1.362575 2.635832  0.000
H 5.640215 0.656705 2.031425  0.000
H 6.058053 -1.640561 1.209402  0.000
H 4.170236 -3.229277 0.985969  0.000
H 1.883560 -2.508715 1.559689  -0.001
C -0.498655 -0.281134 -5.550358  -0.004
C 0.864598 -0.834312 -5.159975  -0.001
C 0.755248 -2.091145 -4.318953  0.012
C 1.736658 0.229014 -4.515948  0.010
C 2.838098 0.623772 -5.273405  -0.003
C 3.714769 1.602118 -4.851452  0.011
C 3.481457 2.203336 -3.632265  -0.004
C 2.403937 1.846412 -2.824141  -0.034
C 2.328847 2.569799 -1.490519  0.009
C 1.068128 3.413161 -1.344465  -0.031
C 2.644788 1.627945 -0.323267  0.004
C 1.517787 0.838237 -3.262080  0.018
N 0.458543 0.446455 -2.412062  0.003
H -1.126591 -1.059214 -5.991643  0.000
H -0.403939 0.535426 -6.268856  0.000
H -0.998972 0.095280 -4.666257  0.005
H 1.377731 -1.105789 -6.085727  0.001
H 0.209101 -1.927218 -3.390414  -0.001
H 1.747742 -2.456531 -4.058667  0.000
H 0.238699 -2.879183 -4.873522  0.000
H 2.996607 0.142263 -6.230350  0.000
H 4.560161 1.891135 -5.461574  0.001
H 4.152638 2.975128 -3.276319  0.000
H 3.148725 3.292900 -1.520393  0.001
H 0.150705 2.837319 -1.409869  0.037
H 1.047799 4.170187 -2.131985  0.002
H 1.064451 3.930051 -0.384044  0.000
H 1.984626 0.764872 -0.293088  -0.002
H 2.555927 2.149834 0.634544  -0.001
H 3.669129 1.262247 -0.418120  -0.002
N -4.001062 -1.803647 -3.459896  0.000
C -3.975448 -0.588338 -4.110608  0.001
C -2.894047 0.063759 -3.621692  0.011
N -2.261673 -0.728290 -2.688094  0.016
C -2.951981 -1.844479 -2.619875  -0.004
H -4.659622 -2.547945 -3.610520  0.001
H -4.704959 -0.313422 -4.849099  0.000
H -2.506349 1.028533 -3.889987  0.003
H -2.674954 -2.706367 -2.042213  -0.001

Cartesian forces (eV/Å) of the 3 atoms listed first:
Re 0.10 -0.15 -1.46
I 0.01 -0.01 0.05
C 0.06 -0.04 -0.07


No. 2
Computed, not measured: a structure of composition C47H46N6P2PbSe4, with wB97M-V/def2-TZVPD.

For the total energy, the calculation gives -343639.749 eV. Its energy above the lowest of the compared OMol25 structures with the same formula, charge and spin is 1.69 kcal per mole. Its orbital gap is 0.2389 Eh. As for the total charge: 0.

Each line ends with the Löwdin charge.
Element x y z (Å)
Pb 0.376060 0.624389 -0.384678  0.814
Se 0.697760 0.869489 2.399522  0.294
P 2.811760 0.805889 1.871822  0.193
Se 3.316060 0.830889 -0.236778  0.247
C 3.651360 2.241289 2.647122  -0.384
C 2.981760 3.069689 3.534322  -0.130
C 3.621260 4.179289 4.056622  -0.096
C 4.930460 4.456789 3.702922  -0.092
C 5.601960 3.624489 2.821022  -0.080
C 4.961560 2.523689 2.285122  -0.111
C 3.584260 -0.661811 2.649322  -0.381
C 4.852460 -1.051111 2.239022  -0.114
C 5.455160 -2.151011 2.820222  -0.082
C 4.781460 -2.880811 3.787022  -0.089
C 3.506160 -2.506611 4.175422  -0.084
C 2.908260 -1.391711 3.615622  -0.114
H 1.959160 2.838789 3.804722  0.046
H 3.095560 4.826089 4.744122  0.102
H 5.429160 5.322589 4.113822  0.100
H 6.625660 3.836589 2.549122  0.102
H 5.464860 1.891389 1.567322  0.075
H 5.350460 -0.506411 1.448722  0.069
H 6.450060 -2.444811 2.516722  0.102
H 5.249060 -3.746811 4.233322  0.100
H 2.975260 -3.085211 4.917122  0.101
H 1.913460 -1.087511 3.915322  0.048
Se 2.297060 3.923689 -2.649778  0.654
Se 0.405260 3.137589 -3.670578  0.675
C 0.891860 1.300889 -4.048778  -0.646
C 0.952060 0.859889 -5.363178  -0.102
C 1.322560 -0.456211 -5.587178  -0.058
C 1.640660 -1.254311 -4.498278  -0.038
C 1.535960 -0.717311 -3.226478  -0.163
N 1.149460 0.529789 -3.013678  -0.071
C 1.735460 4.431989 -0.878678  -0.655
C 2.464560 5.418089 -0.219678  -0.099
C 2.084360 5.759889 1.063522  -0.059
C 0.993560 5.114189 1.632022  -0.061
C 0.310060 4.180789 0.873522  -0.156
N 0.675260 3.848089 -0.359178  -0.016
H 0.724260 1.534789 -6.175578  0.097
H 1.368860 -0.850911 -6.592578  0.108
H 1.960960 -2.274111 -4.626678  0.106
H 1.727960 -1.303511 -2.338178  0.067
H 3.293060 5.899089 -0.717178  0.100
H 2.615760 6.526289 1.610922  0.111
H 0.678160 5.342789 2.636722  0.106
H -0.565140 3.671289 1.256722  0.097
N 0.376060 -1.568011 -0.329778  -0.413
P -0.647640 -2.702111 -0.385278  0.707
C -1.789040 -2.900911 1.047222  -0.306
C -3.174440 -2.981911 0.999022  -0.108
C -3.902240 -3.063111 2.173722  -0.094
C -3.253140 -3.058811 3.398622  -0.087
C -1.872340 -2.951111 3.451922  -0.074
C -1.144240 -2.872111 2.279122  -0.087
C 0.057160 -4.391511 -0.434878  -0.283
C 1.376960 -4.593311 -0.804578  -0.072
C 1.865260 -5.882111 -0.938178  -0.083
C 1.030160 -6.966311 -0.722178  -0.092
C -0.276740 -6.766711 -0.307778  -0.084
C -0.759840 -5.481311 -0.155778  -0.108
C -1.747040 -2.716211 -1.883478  -0.256
C -2.196440 -3.841211 -2.565578  -0.071
C -2.925740 -3.702111 -3.733878  -0.084
C -3.204640 -2.447511 -4.248178  -0.091
C -2.736740 -1.321011 -3.593578  -0.079
C -2.012340 -1.464211 -2.425478  -0.108
H -3.688640 -2.984311 0.047822  0.107
H -4.980540 -3.131511 2.135722  0.101
H -3.829040 -3.139011 4.311322  0.100
H -1.376240 -2.927711 4.411422  0.103
H -0.064740 -2.785211 2.295122  0.103
H 2.004560 -3.731011 -0.982678  0.096
H 2.893060 -6.050911 -1.225078  0.101
H 1.393460 -7.972511 -0.877478  0.100
H -0.925740 -7.609111 -0.112578  0.102
H -1.776240 -5.307911 0.173222  0.104
H -1.974840 -4.828111 -2.189178  0.091
H -3.282640 -4.582811 -4.246878  0.101
H -3.780840 -2.354411 -5.155778  0.099
H -2.940140 -0.332011 -3.981878  0.102
H -1.613940 -0.587111 -1.930878  0.050
C -3.884340 4.022989 -2.431778  -0.153
C -2.479140 4.303789 -1.925778  -0.218
N -1.944940 3.088689 -1.377578  0.034
C -2.677840 2.215789 -0.635178  -0.391
N -2.028840 1.296289 0.003522  -0.079
C -2.734540 0.321889 0.797622  -0.257
C -4.121140 0.783189 1.226622  -0.141
C -4.845340 1.333489 0.003322  -0.145
N -4.033440 2.339889 -0.654178  -0.044
C -4.698740 3.471289 -1.268378  -0.157
H -3.836240 3.278089 -3.226678  0.119
H -4.342540 4.933789 -2.816778  0.116
H -2.500140 5.116189 -1.182778  0.124
H -1.822440 4.616989 -2.746178  0.072
H -0.955240 3.099089 -1.152578  0.010
H -2.119840 0.108889 1.678522  0.080
H -2.817640 -0.609111 0.225522  0.081
H -4.033040 1.558089 1.989622  0.119
H -4.671240 -0.054111 1.653122  0.106
H -5.793640 1.795189 0.291022  0.121
H -5.054040 0.513989 -0.699078  0.130
H -4.858440 4.268189 -0.525778  0.128
H -5.680240 3.142489 -1.621178  0.122

Cartesian forces (eV/Å) of the 3 atoms listed first:
Pb 0.04 0.18 -0.63
Se 0.28 0.05 0.70
P 0.25 0.01 0.02


No. 3
Computed, not measured: a structure of composition C47H46N7O4S5V at a distorted geometry, with wB97M-V/def2-TZVPD.

For the total energy, the calculation gives -147965.531 eV. Its orbital gap (alpha / beta) is 0.2176 / 0.2201 Eh. Its multiplicity is 2. As for the total charge: +1.

Each line ends with the Mulliken spin population.
Element x y z (Å)
V -0.053917 -0.466853 -0.555282  1.003
C 1.225217 2.210967 3.213795  0.001
C 2.144300 1.391944 3.844146  -0.002
C 2.509735 0.205442 3.228817  0.001
C 1.905853 -0.138764 2.020507  -0.017
N 0.946183 0.612153 1.474088  0.012
C 0.639900 1.770888 2.026972  0.015
C 2.329075 -1.293690 1.220829  0.014
C 3.304641 -2.205957 1.628527  0.003
C 3.615926 -3.273917 0.803435  0.000
C 2.985539 -3.389248 -0.418408  0.000
C 2.050489 -2.413403 -0.780679  -0.007
N 1.732749 -1.408398 0.040270  0.012
C 1.451148 -2.304954 -2.098318  -0.007
C 1.911038 -3.047376 -3.189616  -0.002
C 1.497480 -2.727900 -4.464211  0.002
C 0.632084 -1.645348 -4.621773  -0.001
C 0.164594 -0.994571 -3.497888  0.017
N 0.531124 -1.321380 -2.255863  -0.025
H 0.963595 3.172070 3.630490  0.000
H 2.598262 1.677984 4.782324  0.000
H 3.260459 -0.424739 3.678115  0.000
H -0.071860 2.383950 1.491011  -0.006
H 3.806427 -2.102392 2.575112  0.000
H 4.352701 -3.999987 1.105980  0.000
H 3.200728 -4.225758 -1.060755  0.000
H 2.611176 -3.849884 -3.031102  0.000
H 1.852611 -3.285411 -5.316295  0.000
H 0.307995 -1.332401 -5.601746  0.000
H -0.551641 -0.189760 -3.603441  -0.007
C 3.416056 2.084436 -7.007586  0.000
C 2.987171 2.088867 -5.573200  -0.001
C 3.233885 0.994238 -4.751387  0.000
C 2.837309 1.004588 -3.425310  0.000
C 2.175164 2.105745 -2.917056  0.002
C 1.930402 3.209020 -3.713038  0.000
C 2.341507 3.199252 -5.034133  0.000
S 1.645101 2.059453 -1.205501  0.006
O 1.383314 3.391871 -0.744298  -0.003
O 2.634648 1.273844 -0.504009  0.002
N 0.323624 1.121843 -1.235141  -0.044
C -1.025377 1.564185 -1.484005  -0.025
C -1.270918 2.169876 -2.844781  0.024
C -2.208409 1.668933 -3.667774  -0.011
C -2.948880 0.509477 -3.283711  0.058
C -2.635653 -0.118398 -2.105046  -0.019
N -1.682947 0.294548 -1.265945  0.028
H 4.048000 1.225885 -7.221516  0.000
H 3.965677 2.994490 -7.238624  0.000
H 2.547546 2.051372 -7.665908  0.000
H 3.742123 0.130217 -5.155177  0.000
H 3.067379 0.184410 -2.760666  0.000
H 1.450543 4.071876 -3.276954  0.000
H 2.166541 4.061335 -5.660737  0.000
H -0.703365 3.057578 -3.068737  0.001
H -2.409208 2.124346 -4.627107  -0.001
H -3.721177 0.121041 -3.925674  -0.002
H -3.130633 -1.052413 -1.846904  -0.008
S -1.873481 0.473838 2.609835  -0.004
C -2.439428 0.893849 4.122491  0.000
N -2.715410 2.172974 4.409378  0.000
C -3.232687 2.627434 5.680944  0.000
C -2.785767 1.662247 6.772734  0.000
C -3.160353 0.239226 6.375727  0.000
N -2.595372 -0.036198 5.074385  0.000
H -2.616901 2.825395 3.648842  0.000
H -4.330016 2.675471 5.647540  0.000
H -2.844151 3.631721 5.870509  0.000
H -3.254709 1.932005 7.714485  0.000
H -1.704020 1.721221 6.894465  0.000
H -4.251608 0.119687 6.349744  0.000
H -2.746763 -0.477004 7.088571  0.000
H -2.427935 -0.990165 4.796076  0.000
C -3.667771 3.040418 -1.123030  0.001
C -2.657346 2.741439 -0.017082  0.006
C -2.557892 3.954514 0.909395  -0.001
O -1.313416 2.519594 -0.470428  0.007
H -4.579221 3.431019 -0.677769  0.000
H -3.927670 2.143863 -1.677661  0.000
H -3.261696 3.787172 -1.802023  -0.001
H -2.984218 1.852428 0.546810  0.000
H -2.382251 4.845171 0.310827  0.000
H -1.730373 3.838610 1.604376  0.000
H -3.483821 4.082487 1.465819  0.000
O -0.756182 -1.798478 0.018879  -0.023
C -1.388123 -2.907771 0.521296  0.005
C -2.500826 -2.491292 1.465186  -0.003
C -3.528489 -1.656164 1.150708  -0.001
C -4.458285 -1.502055 2.201994  0.000
C -4.128176 -2.236663 3.292394  0.000
S -2.671285 -3.128354 3.063941  0.000
C -2.046454 -3.735867 -0.571010  -0.001
C -1.839098 -3.710961 -1.916404  0.001
C -2.651249 -4.637319 -2.610766  0.000
C -3.450922 -5.353146 -1.783503  0.000
S -3.250907 -4.908885 -0.139240  0.000
C -0.352791 -3.746087 1.247451  -0.004
C 0.329244 -3.409134 2.379370  -0.001
C 1.233079 -4.414911 2.792024  0.000
C 1.238308 -5.483917 1.956671  -0.001
S 0.136163 -5.294053 0.652351  0.000
H -3.591812 -1.131348 0.213715  0.000
H -5.317838 -0.856968 2.145017  0.000
H -4.647944 -2.316494 4.225972  0.000
H -1.141998 -3.052261 -2.403243  0.003
H -2.634707 -4.772331 -3.677543  0.000
H -4.164416 -6.111034 -2.035149  0.000
H 0.178353 -2.483081 2.906826  0.000
H 1.854979 -4.345248 3.666509  0.000
H 1.800493 -6.393560 2.032329  0.000

Cartesian forces (eV/Å) of the 3 atoms listed first:
V 1.96 1.05 1.02
C 0.19 -0.16 -0.06
C -0.21 0.15 -0.17